Below is a molecular structure, C25H46BiO2P2 at a distorted geometry, with properties calculated with ωB97M-V/def2-TZVPD.

Structure (XYZ):
```
76
Properties=species:S:1:pos:R:3:forces:R:3
Bi 0.66133 -0.11880 0.41832 -0.817 0.420 1.109
C -2.47485 1.72369 1.05590 0.440 -0.833 1.742
C -2.85152 0.81654 0.02694 0.065 -0.063 0.374
C -2.70256 -0.36583 1.99599 -0.770 -1.234 -2.665
C -2.40690 1.00053 2.27562 0.290 2.144 -1.753
C -2.99857 -0.47847 0.61098 0.602 -0.154 1.720
C -2.16356 3.15763 0.86497 -0.196 0.654 0.059
H -1.78956 3.35945 -0.14842 -0.049 0.032 0.227
H -1.40855 3.49618 1.58682 -0.154 0.033 -0.209
H -3.06210 3.77775 1.01431 0.305 0.033 -0.108
C -2.04214 1.54415 3.59720 0.036 0.133 0.448
H -1.87784 2.62522 3.54979 -0.016 -0.193 0.088
H -1.13209 1.06062 3.98494 -0.262 0.154 -0.052
H -2.84770 1.35788 4.32146 0.182 0.060 -0.046
C -2.63724 -1.49655 2.94158 -0.061 -0.315 0.500
H -3.63707 -1.79364 3.29596 0.227 0.034 -0.088
H -2.03368 -1.23628 3.81765 -0.134 -0.123 -0.142
H -2.18161 -2.37405 2.45818 -0.136 0.164 0.198
C -3.30878 -1.74084 -0.10183 -0.425 -0.436 -0.267
H -4.39496 -1.91587 -0.19074 0.309 0.026 -0.048
H -2.90399 -2.60540 0.43891 -0.053 0.121 -0.141
H -2.89215 -1.74939 -1.11898 -0.091 -0.051 0.193
C -3.00059 1.19169 -1.39929 -0.175 -0.009 -0.531
H -3.94493 1.72373 -1.61283 0.233 -0.131 0.259
H -2.98329 0.32164 -2.06267 -0.059 0.158 0.239
H -2.19643 1.86841 -1.72021 -0.140 -0.097 0.099
C 1.65859 0.57139 -2.41579 -0.072 0.977 -0.217
C 0.59052 1.38837 -2.53709 0.781 -0.173 0.179
C -0.14465 1.60716 -3.82935 -0.426 0.455 -0.134
C -1.06256 0.46351 -4.35696 -0.605 -0.048 -0.312
C -1.08922 -0.81289 -3.55679 0.282 -0.368 -0.094
C -0.02885 -1.61535 -3.41530 -0.270 0.164 -0.197
C 1.28295 -1.38253 -4.11685 0.215 -0.375 -0.205
C 2.19415 -0.26757 -3.54004 0.686 -0.085 0.011
H 0.56015 1.87072 -4.63896 -0.035 -0.144 0.484
H -0.78068 0.27316 -5.40864 -0.112 -0.144 0.434
H -0.78659 2.49612 -3.70120 0.346 -0.291 -0.063
H 2.49621 0.39221 -4.37381 -0.066 -0.143 0.363
H 2.34288 0.64526 -1.55091 -0.587 -0.017 -0.233
H 0.27213 2.02631 -1.70003 0.278 -0.237 -0.204
H 3.11727 -0.74948 -3.18055 -0.206 0.268 -0.185
H 1.85512 -2.32458 -4.08100 -0.215 0.315 -0.116
H -0.08946 -2.52377 -2.81253 -0.185 0.248 -0.285
H 1.13955 -1.16876 -5.19031 -0.241 -0.133 0.417
H -2.09574 0.84720 -4.39253 0.410 -0.117 -0.070
H -2.05508 -1.09105 -3.12777 0.438 -0.018 0.030
P 2.05726 2.07807 1.42024 0.260 0.773 0.554
C 1.55446 2.94771 2.94848 -0.061 -0.152 0.179
H 2.28297 3.74667 3.16549 -0.249 -0.245 -0.112
H 1.56601 2.21453 3.76728 -0.112 0.336 -0.236
H 0.54962 3.38751 2.82855 0.431 -0.225 0.063
C 3.76591 1.53452 1.74445 0.073 0.002 0.037
H 4.36344 2.40451 2.05291 -0.075 -0.258 -0.102
H 4.20297 1.08728 0.83772 -0.120 0.162 0.307
H 3.73492 0.79802 2.56027 0.049 0.237 -0.319
C 2.25184 3.49898 0.28257 -0.002 -0.012 -0.243
H 2.64238 3.17671 -0.69476 -0.162 0.167 0.268
H 2.95682 4.21496 0.73729 -0.244 -0.239 -0.202
H 1.27627 3.99499 0.14772 0.371 -0.181 -0.010
P 1.24312 -2.76273 0.46521 -0.248 -1.171 0.325
C -0.03339 -3.83390 -0.29129 -0.156 -0.164 -0.092
H 0.42792 -4.75957 -0.66999 -0.152 0.250 0.129
H -0.51995 -3.30835 -1.12420 0.089 -0.238 0.343
H -0.80022 -4.09943 0.45313 0.270 0.176 -0.240
C 2.72403 -3.12894 -0.51865 0.281 0.006 -0.131
H 2.45842 -3.14007 -1.58580 0.128 0.051 0.270
H 3.09781 -4.12069 -0.22768 -0.041 0.236 -0.193
H 3.51049 -2.37948 -0.34675 -0.233 -0.257 -0.054
C 1.54508 -3.56551 2.07375 0.116 -0.020 0.198
H 1.84983 -4.61291 1.93456 -0.096 0.265 -0.076
H 0.62320 -3.54334 2.66856 0.235 0.092 -0.134
H 2.34088 -3.04597 2.62205 -0.207 -0.061 -0.099
O 2.08781 0.01527 3.91445 -1.125 -0.774 -0.503
C 1.06130 -0.63848 3.70993 0.852 0.464 -0.008
O 0.26448 -0.56371 2.67518 0.683 -0.256 -0.375
H 0.74899 -1.39213 4.47518 -0.125 0.372 -0.351
```
Positions in Å, forces in eV/Å.

Summary:
Gap between HOMO and LUMO (alpha / beta): 5.58 / 6.06 eV
F_max: 3.04 eV/A
Total charge: +1
2S+1: 1
Energy: -2027.67348 Ha

Results of the Mulliken charge analysis, in e, for atoms 1 through 6: 0.757 0.154 0.786 0.847 0.759 0.205

---

Below is a molecular structure, C5H10DyO3 at a distorted geometry, with properties calculated with ωB97M-V/def2-TZVPD.

Structure (XYZ):
```
19
Properties=species:S:1:pos:R:3:forces:R:3
O 3.09191 0.76694 0.64949 -4.284 -1.665 -0.493
C -0.72006 2.94070 -0.11910 -0.083 -0.358 0.201
C -1.45577 1.90055 0.24993 -0.271 1.099 0.431
O -1.05549 0.60818 -0.01314 -0.436 -0.321 -0.499
C -2.02199 -0.43100 0.21587 -0.428 -0.049 0.041
C -1.42125 -1.71298 -0.30239 -0.604 -0.154 -0.285
O -0.10476 -1.82187 0.23540 -0.596 -0.828 0.024
C 0.50580 -3.09470 0.03225 0.070 -0.831 -0.144
Dy 1.17893 0.01628 0.38599 6.063 3.041 0.876
H 0.18425 2.82553 -0.71987 -0.195 0.153 0.103
H -1.00610 3.93450 0.22155 0.095 -0.279 -0.258
H -2.37068 1.97474 0.84003 0.230 0.002 -0.152
H -2.94570 -0.20258 -0.32922 0.160 -0.071 0.151
H -2.23006 -0.49615 1.29255 0.014 0.042 -0.212
H -1.36383 -1.71420 -1.40129 -0.016 -0.030 0.244
H -2.03347 -2.56337 0.02871 0.147 0.175 -0.105
H 1.53561 -3.02358 0.39540 -0.130 -0.108 -0.045
H -0.03931 -3.85778 0.60284 0.223 0.159 -0.142
H 0.50083 -3.34797 -1.03647 0.040 0.023 0.263
```
Positions in Å, forces in eV/Å.

Summary:
Gap between HOMO and LUMO (alpha / beta): 7.95 / 7.32 eV
F_max: 6.84 eV/A
Total charge: +1
2S+1: 6
Energy: -1306.93948 Ha

Results of the Mulliken charge analysis, in e, for atoms 1 through 6: -0.721 -0.852 0.243 -0.232 -0.541 -0.472

---

Below is a molecular structure, C19H13AuBrN3O7S2, with properties calculated with ωB97M-V/def2-TZVPD.

Structure (XYZ):
```
46
Properties=species:S:1:pos:R:3:forces:R:3
Au -1.48714 -0.97093 -0.38579 -0.285 0.317 -0.162
Br -3.58622 6.32055 1.21102 -0.005 0.019 0.012
C -2.89625 4.78786 0.35151 -0.003 -0.013 0.010
C -2.49686 4.87568 -0.97463 0.008 -0.006 -0.019
C -1.99606 3.75228 -1.60471 0.000 -0.008 -0.078
C -1.89210 2.54326 -0.91752 0.056 0.060 -0.231
C -2.29974 2.47491 0.40726 0.007 -0.132 0.160
C -2.80141 3.59653 1.04850 -0.001 -0.022 0.016
N -1.39428 1.34870 -1.48852 -0.076 0.242 0.260
C -0.86071 1.26182 -2.62437 0.147 -0.069 -0.125
C -0.33894 -0.04247 -3.10453 0.025 -0.088 0.035
C 0.18223 -0.15370 -4.38139 0.031 0.047 -0.058
C 0.66721 -1.38014 -4.81104 0.020 0.031 -0.060
C 0.63437 -2.45848 -3.94782 0.026 -0.036 0.001
C 0.11206 -2.27692 -2.67619 -0.001 0.036 0.122
N -0.36639 -1.10156 -2.28011 -0.004 0.373 -0.023
H -2.58168 5.81382 -1.50511 0.000 -0.014 -0.004
H -1.69783 3.82648 -2.64253 -0.013 0.024 0.010
H -2.20620 1.53604 0.94398 0.002 0.064 -0.053
H -3.11640 3.54074 2.08082 0.003 0.001 -0.004
H -0.72596 2.10627 -3.30376 0.030 -0.035 -0.041
H 0.20570 0.71610 -5.02577 -0.007 -0.028 0.008
H 1.07056 -1.48662 -5.80934 -0.002 -0.001 0.008
H 1.00869 -3.42870 -4.24261 -0.009 0.015 0.025
H 0.07787 -3.07060 -1.94045 -0.003 0.008 -0.012
O -5.16447 -2.68978 0.48599 -0.037 0.117 -0.045
S -3.80994 -2.38122 0.17654 -0.268 -0.317 0.457
O -3.21062 -1.33578 1.05591 0.253 -0.301 -0.178
O -2.91826 -3.46515 -0.15848 -0.243 0.060 0.037
S -3.69284 -1.26084 -1.63419 0.398 -0.065 0.108
O 0.03879 -0.16389 1.15601 -0.217 -0.244 -0.186
C 0.74039 -1.22214 1.17869 0.011 -0.091 -0.137
O 0.50426 -2.20876 0.45164 0.163 0.004 0.123
C 1.90795 -1.26743 2.12330 -0.027 0.056 0.032
C 2.06546 -0.27605 3.08528 0.029 0.013 -0.033
C 3.13724 -0.32029 3.96058 -0.021 0.063 0.077
C 4.03611 -1.36415 3.84837 -0.103 -0.086 0.101
C 3.90168 -2.36249 2.90207 0.033 -0.088 -0.006
C 2.82260 -2.30997 2.03713 -0.005 -0.021 -0.006
N 5.18968 -1.41235 4.77047 0.359 0.358 -0.500
O 5.98214 -2.32135 4.63264 -0.104 -0.195 0.145
O 5.32852 -0.49115 5.54777 -0.159 -0.055 0.219
H 1.34052 0.52398 3.13415 0.009 0.004 0.009
H 3.28521 0.43269 4.72067 -0.007 -0.008 -0.017
H 4.62978 -3.15873 2.85890 -0.010 0.006 -0.006
H 2.67127 -3.07604 1.28967 -0.001 0.004 0.009
```
Positions in Å, forces in eV/Å.

Summary:
Gap between HOMO and LUMO (alpha / beta): 7.60 / 5.94 eV
F_max: 0.71 eV/A
2S+1: 3
Energy: -4928.70493 Ha

Results of the Mulliken charge analysis, in e, for atoms 1 through 6: 1.597 -0.181 0.114 -0.787 -0.598 0.680